The following is a DFT calculation (ωB97M-V/def2-TZVPD) of a molecular structure, C5H15B2BeCl13 at a distorted geometry.

CARTESIAN COORDINATES (ANGSTROEM)
Be -1.4739 8.8550 -18.5730
B -0.9940 6.9343 -18.9122
H -0.1386 7.5636 -19.1037
H -0.7059 5.8945 -18.9094
H -1.4415 7.2328 -17.9769
H -1.7332 7.0519 -19.6893
B -2.3692 9.5647 -17.0386
H -1.4014 10.0342 -17.1232
H -2.9031 9.7774 -17.9518
H -2.2384 8.4978 -16.9435
H -2.8874 9.9328 -16.1668
C -5.4410 9.8540 -17.4600
Cl -4.7672 10.5938 -18.9336
Cl -6.2339 8.3223 -17.7329
Cl -6.5850 10.9219 -16.5633
H -4.5973 9.6473 -16.8015
C -0.9089 10.5237 -14.7001
Cl 0.5826 9.7248 -14.1417
Cl -0.5434 11.8131 -15.8086
Cl -1.8984 11.0986 -13.3849
H -1.4119 9.7453 -15.2736
C -2.9283 7.8084 -15.1424
Cl -1.2096 7.3123 -15.2602
Cl -3.0589 9.1622 -14.0062
Cl -3.9974 6.4768 -14.6199
H -3.3115 8.1999 -16.0847
C -3.9269 11.4941 -15.3671
Cl -4.4188 13.1786 -14.9767
Cl -4.8910 10.3535 -14.3308
H -4.0952 11.2797 -16.4224
H -2.8594 11.4142 -15.1616
C -2.4680 12.2153 -18.8323
Cl -2.2454 10.5665 -19.4693
Cl -0.8896 12.8645 -18.4716
H -2.9155 12.9325 -19.5204
H -3.0855 12.2551 -17.9350

- frontier orbital gap (hartree) = 0.265

---

The following is a DFT calculation (ωB97M-V/def2-TZVPD) of C4H7NO in the gas phase.

CARTESIAN COORDINATES (ANGSTROEM)
C 1.5896 0.3331 -0.3366
N 0.2366 0.3371 0.2270
C -0.5432 1.3823 0.1085
C -0.3092 -0.8413 0.6819
C -1.4769 -1.3045 -0.0128
O -2.0605 -2.3626 0.1453
H 2.0561 1.3127 -0.2272
H 1.5350 0.0453 -1.3903
H 2.1805 -0.4159 0.1898
H -1.3998 1.4247 0.7638
H -0.3240 2.1748 -0.6011
H 0.3212 -1.4959 1.2777
H -1.7951 -0.6155 -0.8413

- frontier orbital gap (spin up / spin down) (hartree) = 0.288 / 0.288

---

The following is a DFT calculation (ωB97M-V/def2-TZVPD) of C5H6O2S in the gas phase at a distorted geometry.

CARTESIAN COORDINATES (ANGSTROEM)
C 0.9182 -0.1601 -0.6175
C -0.3251 0.7112 -0.8766
C -0.0434 0.1940 0.5293
C -0.8687 -0.8429 1.1107
C -1.5788 -1.6055 1.7565
H 1.7668 -2.4080 -0.3825
H 1.8728 0.3771 -0.5515
H -1.1794 0.3160 -1.4478
H 0.1346 2.3324 -1.9249
H 0.1022 2.0431 1.0388
H -2.0826 -2.4579 2.1643
O 0.0016 2.0725 -0.9890
O 0.2929 1.1953 1.4369
S 0.9890 -1.7671 -1.2466

- frontier orbital gap (hartree) = 0.344

---

The following is a DFT calculation (ωB97M-V/def2-TZVPD) of 2 unconnected molecules or ions with the total composition C3H9O2 at a distorted geometry.

CARTESIAN COORDINATES (ANGSTROEM)
C 1.4366 -0.8787 0.7508
O 2.6151 -1.4881 0.6819
C 1.0826 0.1279 -0.4125
C 0.4060 1.4242 0.2070
H 0.4901 -1.5073 0.8737
H 1.2888 -0.2808 1.6963
H 2.0151 0.6102 -0.6896
H 0.3876 -0.3656 -1.0826
H 0.7836 2.2479 -0.4488
H -0.6516 1.6794 0.1057
H 0.7506 1.7106 1.1971
H -2.8948 -1.3806 -1.2949
H -3.9138 -0.5202 -0.6005
O -3.7959 -1.3789 -0.9836

- frontier orbital gap (hartree) = 0.201
- charge = -1

---

The following is a DFT calculation (ωB97M-V/def2-TZVPD) of a molecular structure, C18H32GeN5O6SeW at a distorted geometry.

CARTESIAN COORDINATES (ANGSTROEM)
W -0.3948 -0.8302 0.3589
N -1.6604 -1.0436 -1.5954
C -2.6324 -2.2034 -1.5189
C -2.6593 -3.1002 -2.7621
C -1.3374 -3.6994 -3.2889
C -0.9213 -5.0632 -2.7138
N -0.4376 -5.0046 -1.3256
C 0.6663 -4.4388 -0.8999
N 0.7150 -4.0210 0.4068
N 1.6704 -4.1406 -1.7157
C -2.2896 -2.9267 -0.2239
O -2.3427 -4.0918 -0.0295
O -1.7938 -2.0387 0.7035
H -2.1748 -0.1973 -1.8168
H -1.0622 -1.1916 -2.4031
H -3.6310 -1.7870 -1.3857
H -3.1125 -2.5083 -3.5585
H -3.3562 -3.9125 -2.5485
H -0.5038 -2.9906 -3.1979
H -1.4697 -3.8628 -4.3595
H -0.1788 -5.5295 -3.3611
H -1.7795 -5.7312 -2.6925
H -1.1303 -5.2416 -0.6319
H 0.0964 -4.5224 1.0334
H 1.6311 -3.9347 0.8298
H 1.6965 -4.5300 -2.6455
H 2.5536 -3.8244 -1.3448
O 2.3960 -2.2790 2.2885
C 1.9319 -1.2005 2.4242
O 1.1216 -0.7210 1.2908
C 2.0811 -0.2724 3.5410
C 2.9741 -0.5945 4.5681
C 3.1866 0.3067 5.5944
C 2.5318 1.5327 5.6128
C 1.6358 1.8244 4.5985
C 1.3976 0.9391 3.5743
N 0.9264 3.1191 4.5765
O 1.0552 3.8460 5.5241
O 0.2429 3.3547 3.5853
H 3.4971 -1.5428 4.5571
H 3.8750 0.0576 6.3904
H 2.7111 2.2549 6.3987
H 0.6689 1.2025 2.8301
C 1.9975 4.1639 -0.9423
Ge 0.2058 4.3341 -1.7104
C -0.9879 5.4425 -0.6412
C 0.1729 4.7923 -3.6033
C -0.5672 2.3969 -1.7133
Se -0.3947 1.6679 0.0736
C -2.0825 2.2582 0.8485
H 2.2320 5.0853 -0.4066
H 2.7449 4.0249 -1.7242
H 2.0754 3.3407 -0.2314
H -0.7405 6.4848 -0.8465
H -0.8386 5.2702 0.4262
H -2.0316 5.2842 -0.9146
H 0.6121 5.7856 -3.7044
H -0.8537 4.8259 -3.9651
H 0.7559 4.0872 -4.1934
H 0.0358 1.7989 -2.3956
H -1.6174 2.3657 -2.0011
H -1.9977 3.3318 0.9890
H -2.2145 1.7764 1.8139
H -2.9006 2.0214 0.1743

- frontier orbital gap (spin up / spin down) (hartree) = 0.250 / 0.228
- multiplicity = 3
- charge = +3

---

The following is a DFT calculation (ωB97M-V/def2-TZVPD) of a molecular structure, C30H47ClGdP2 at a distorted geometry.

CARTESIAN COORDINATES (ANGSTROEM)
Gd 0.2108 -0.1149 0.1880
C 0.5986 2.0252 1.3998
C -0.8252 1.9128 1.3478
C -0.0206 0.1316 2.5983
C 1.1036 0.9342 2.1836
C -1.2066 0.7390 2.0661
C 1.4207 3.0186 0.6555
H 0.8796 3.3997 -0.2190
H 2.3522 2.5724 0.2814
H 1.7100 3.8931 1.2557
C 2.5419 0.5943 2.3432
H 3.1797 1.3077 1.8100
H 2.7874 -0.3987 1.9338
H 2.8515 0.5866 3.3950
C 0.0153 -1.1658 3.3226
H 0.1516 -1.0335 4.4041
H 0.8193 -1.8255 2.9746
H -0.9166 -1.7250 3.1834
C -2.5836 0.1833 2.1579
H -3.0993 0.4655 3.0863
H -2.5847 -0.9137 2.1176
H -3.2064 0.5306 1.3264
C -1.7446 2.7726 0.5519
H -2.1948 3.5702 1.1562
H -2.5736 2.1946 0.1264
H -1.2296 3.2566 -0.2846
C 0.0132 0.1194 -7.0676
C -0.3419 1.3881 -6.8030
C -1.6059 2.0868 -7.1958
C -2.8415 1.1809 -7.4244
C -3.1874 0.2814 -6.2754
C -2.6952 -0.9425 -6.0154
C -1.7428 -1.7348 -6.8598
C -0.8017 -0.9172 -7.7775
H -1.4451 2.6685 -8.1220
H -2.7122 0.6300 -8.3630
H -1.8468 2.8316 -6.4188
H -1.3826 -0.4925 -8.6050
H 1.0388 -0.1998 -6.8357
H 0.4133 2.0581 -6.3702
H -0.1001 -1.6325 -8.2387
H -1.1326 -2.3643 -6.1916
H -3.1227 -1.5133 -5.1815
H -2.2964 -2.4395 -7.5070
H -3.6991 1.8545 -7.5889
H -3.9989 0.6673 -5.6448
P 0.6622 0.4762 -2.5429
C 2.3196 0.1722 -3.2463
C 0.0519 1.9378 -3.4080
P -1.6822 -1.1910 -1.6080
C -0.5506 -0.8634 -3.0858
C -3.2078 -0.3678 -2.1287
C -2.1362 -2.9592 -1.5362
H 2.7903 -0.6677 -2.7101
H 2.9428 1.0622 -3.0579
H 2.3061 -0.0480 -4.3271
H -0.0631 1.7607 -4.4841
H 0.7580 2.7614 -3.2393
H -0.9169 2.2401 -2.9873
H -2.5344 -3.3378 -2.4929
H -2.8938 -3.0885 -0.7457
H -1.2543 -3.5504 -1.2489
H -0.0037 -1.7814 -3.3359
H -1.1446 -0.5344 -3.9553
H -3.9918 -0.6044 -1.3973
H -3.5107 -0.6860 -3.1372
H -3.0568 0.7209 -2.1165
Cl 2.2753 -4.7956 -1.6230
C 2.9076 -4.5638 -0.0572
C 3.7658 -5.5189 0.4475
C 4.3023 -5.3894 1.7312
C 3.9572 -4.2683 2.4993
C 3.0926 -3.2945 2.0004
C 2.5227 -3.3962 0.6921
C 1.6066 -2.4107 0.1668
H 4.0163 -6.3706 -0.1781
H 4.9802 -6.1623 2.1054
H 4.3844 -4.1685 3.5006
H 2.8419 -2.4279 2.6257
H 1.9388 -1.8213 -0.7071
H 0.5270 -2.6598 0.1952

- frontier orbital gap (spin up / spin down) (hartree) = 0.236 / 0.297
- multiplicity = 8
- charge = +1

---

Please write out number 3 again, unchanged.
The following is a DFT calculation (ωB97M-V/def2-TZVPD) of C5H6O2S in the gas phase at a distorted geometry.

CARTESIAN COORDINATES (ANGSTROEM)
C 0.9182 -0.1601 -0.6175
C -0.3251 0.7112 -0.8766
C -0.0434 0.1940 0.5293
C -0.8687 -0.8429 1.1107
C -1.5788 -1.6055 1.7565
H 1.7668 -2.4080 -0.3825
H 1.8728 0.3771 -0.5515
H -1.1794 0.3160 -1.4478
H 0.1346 2.3324 -1.9249
H 0.1022 2.0431 1.0388
H -2.0826 -2.4579 2.1643
O 0.0016 2.0725 -0.9890
O 0.2929 1.1953 1.4369
S 0.9890 -1.7671 -1.2466

- frontier orbital gap (hartree) = 0.344